#P
{
  "formula": "C22H19N3O4",
  "method": "ωB97M-V with the def2-TZVPD basis set",
  "symbols": ["C", "N", "C", "C", "C", "C", "C", "C", "C", "C", "H", "H", "H", "H", "C", "O", "C", "H", "H", "O", "C", "O", "C", "N", "N", "C", "O", "C", "H", "C", "H", "H", "H", "H", "C", "C", "C", "C", "C", "C", "H", "H", "H", "H", "H", "H", "H", "H"],
  "positions_angstrom": [[-2.69, -0.95, 2.16], [-1.97, -1.12, 0.93], [-1.80, -0.20, -0.06], [-1.14, -0.79, -1.13], [-0.91, -2.16, -0.77], [-0.29, -3.23, -1.42], [-0.21, -4.43, -0.75], [-0.71, -4.58, 0.55], [-1.32, -3.53, 1.21], [-1.42, -2.32, 0.53], [-1.70, -3.65, 2.21], [-0.62, -5.53, 1.04], [0.26, -5.27, -1.23], [0.10, -3.10, -2.41], [-0.67, -0.20, -2.37], [-0.62, -0.78, -3.43], [-0.06, 1.22, -2.24], [-0.60, 1.84, -1.52], [0.00, 1.69, -3.22], [1.30, 1.04, -1.82], [1.55, 1.01, -0.52], [0.74, 1.20, 0.36], [2.98, 0.73, -0.24], [3.79, 0.60, -1.21], [5.08, 0.33, -0.95], [5.73, 0.48, 0.25], [6.90, 0.23, 0.36], [4.85, 1.05, 1.35], [4.90, 2.14, 1.26], [3.40, 0.58, 1.20], [3.32, -0.48, 1.47], [2.73, 1.14, 1.84], [5.27, 0.77, 2.32], [5.64, 0.10, -1.77], [-2.37, 1.14, 0.01], [-3.15, 1.60, -1.05], [-3.70, 2.87, -1.00], [-3.48, 3.69, 0.09], [-2.70, 3.24, 1.14], [-2.15, 1.97, 1.11], [-1.51, 1.64, 1.91], [-2.52, 3.88, 1.99], [-3.92, 4.68, 0.12], [-4.31, 3.22, -1.83], [-3.32, 0.96, -1.90], [-3.30, -1.83, 2.35], [-3.35, -0.08, 2.08], [-2.01, -0.80, 3.00]],
  "smiles": "Cn1c(-c2ccccc2)c(C(=O)COC(=O)C2=NNC(=O)CC2)c2ccccc21",
  "total_charge": 0
}

---

#Q
{
  "formula": "C22H19N3O4",
  "method": "ωB97M-V with the def2-TZVPD basis set",
  "symbols": ["N", "C", "N", "O", "C", "O", "C", "C", "C", "C", "C", "C", "C", "H", "H", "H", "H", "H", "C", "C", "C", "C", "C", "C", "H", "H", "H", "H", "H", "H", "C", "C", "C", "C", "C", "C", "C", "H", "H", "N", "O", "O", "H", "H", "H", "H", "H", "H"],
  "positions_angstrom": [[2.38, 1.16, 1.98], [1.61, 0.26, 1.34], [0.54, 0.53, 0.69], [0.18, 1.90, 0.68], [-0.65, 2.27, -0.31], [-1.01, 3.41, -0.35], [-1.02, 1.18, -1.31], [-2.03, 1.71, -2.30], [-1.73, 1.91, -3.64], [-2.69, 2.41, -4.50], [-3.95, 2.73, -4.04], [-4.26, 2.53, -2.70], [-3.31, 2.02, -1.84], [-3.55, 1.88, -0.80], [-5.24, 2.78, -2.33], [-4.70, 3.12, -4.72], [-2.44, 2.56, -5.54], [-0.75, 1.67, -4.01], [0.23, 0.63, -1.93], [1.26, 1.48, -2.32], [2.42, 0.98, -2.89], [2.56, -0.39, -3.07], [1.54, -1.24, -2.70], [0.39, -0.74, -2.13], [-0.41, -1.41, -1.84], [1.65, -2.31, -2.85], [3.47, -0.78, -3.51], [3.21, 1.65, -3.18], [1.14, 2.55, -2.19], [-1.49, 0.38, -0.72], [2.01, -1.19, 1.40], [1.34, -1.84, 2.58], [-0.05, -1.94, 2.60], [-0.69, -2.53, 3.67], [0.06, -3.02, 4.73], [1.45, -2.92, 4.73], [2.08, -2.33, 3.65], [3.16, -2.26, 3.64], [2.01, -3.31, 5.57], [-0.60, -3.63, 5.85], [-1.81, -3.72, 5.81], [0.09, -4.02, 6.77], [-1.77, -2.61, 3.71], [-0.61, -1.54, 1.77], [1.68, -1.66, 0.48], [3.09, -1.26, 1.48], [3.15, 0.88, 2.56], [2.08, 2.12, 2.01]],
  "smiles": "N/C(Cc1ccc([N+](=O)[O-])cc1)=N\\OC(=O)C(c1ccccc1)c1ccccc1",
  "total_charge": 0
}

---

On energetic grounds, #P is preferred over the next structure by 3.448 eV.

---

#P
{
  "formula": "CH5NS",
  "method": "ωB97M-V with the def2-TZVPD basis set",
  "symbols": ["C", "N", "H", "H", "H", "H", "S", "H"],
  "positions_angstrom": [[-1.89, 1.27, 1.38], [-0.73, 1.17, 0.88], [-2.45, 0.36, 1.58], [-2.38, 2.22, 1.62], [-0.33, 2.10, 0.75], [0.99, -0.77, 0.13], [1.31, -1.19, -1.09], [0.32, -2.10, -1.03]],
  "smiles": "C=N.S",
  "total_charge": 0
}

---

#Q
{
  "formula": "CH5NS",
  "method": "ωB97M-V with the def2-TZVPD basis set",
  "symbols": ["C", "N", "S", "H", "H", "H", "H", "H"],
  "positions_angstrom": [[0.57, -0.61, -0.18], [-0.32, 0.45, -0.44], [-2.43, -0.15, -0.02], [0.65, -0.93, 0.87], [0.33, -1.46, -0.81], [1.56, -0.23, -0.49], [-0.28, 1.16, 0.29], [-2.77, 1.09, 0.32]],
  "total_charge": 0
}

---

On energetic grounds, #P is preferred over the next structure by 1.198 eV.

---

#P
{
  "formula": "FH2PS",
  "method": "ωB97M-V with the def2-TZVPD basis set",
  "symbols": ["F", "P", "S", "H", "H"],
  "positions_angstrom": [[-3.40, 0.61, -0.56], [-0.32, 0.66, 0.26], [-4.10, -0.45, 0.50], [-1.47, -0.02, -0.20], [0.21, -0.22, -0.59]],
  "total_charge": 0
}

---

#Q
{
  "formula": "FH2PS",
  "method": "ωB97M-V with the def2-TZVPD basis set",
  "symbols": ["F", "P", "S", "H", "H"],
  "positions_angstrom": [[1.21, -0.85, 3.55], [0.83, -0.28, 2.06], [-1.33, 0.16, -1.19], [0.88, -1.47, 1.58], [-0.11, 0.43, -1.62]],
  "total_charge": 0
}

---

On energetic grounds, #Q is preferred over the next structure by 1.580 eV.

---

#P
{
  "formula": "C3H7BO2",
  "method": "ωB97M-V with the def2-TZVPD basis set",
  "symbols": ["B", "C", "C", "C", "O", "O", "H", "H", "H", "H", "H", "H", "H"],
  "positions_angstrom": [[0.11, -0.70, -1.37], [1.58, 1.37, -1.21], [1.30, 0.10, -0.90], [-1.45, -0.52, 1.42], [-0.48, -1.32, -2.32], [-1.62, -0.97, 0.17], [2.39, 1.84, -0.90], [0.91, 1.93, -1.71], [1.98, -0.31, -0.16], [-0.45, -0.46, 1.70], [-1.95, -1.29, 1.97], [-1.96, 0.51, 1.68], [-1.42, -1.49, -2.21]],
  "total_charge": 0
}

---

#Q
{
  "formula": "C3H7BO2",
  "method": "ωB97M-V with the def2-TZVPD basis set",
  "symbols": ["B", "C", "C", "C", "O", "O", "H", "H", "H", "H", "H", "H", "H"],
  "positions_angstrom": [[-1.77, -0.05, 0.06], [0.03, -1.02, -0.06], [0.77, 0.23, 0.22], [0.06, 1.48, -0.14], [-1.37, 1.20, 0.06], [-3.05, -0.46, -0.01], [-0.03, -1.93, 0.53], [0.20, -1.38, -1.08], [1.01, 0.36, 1.18], [1.64, 0.12, -0.35], [0.37, 2.28, 0.42], [0.11, 1.62, -1.18], [-3.00, -1.42, -0.12]],
  "total_charge": 0
}

---

On energetic grounds, #Q is preferred over the next structure by 3.386 eV.

---

#P
{
  "formula": "CH2O3S",
  "method": "ωB97M-V with the def2-TZVPD basis set",
  "symbols": ["C", "O", "O", "O", "S", "H", "H"],
  "positions_angstrom": [[-0.63, 0.61, 0.82], [0.06, -1.74, -1.44], [-0.05, -0.42, 1.07], [1.30, 0.32, -1.15], [1.06, -1.04, -0.74], [-0.50, 1.41, 1.50], [-1.25, 0.86, -0.07]],
  "total_charge": 0
}

---

#Q
{
  "formula": "CH2O3S",
  "method": "ωB97M-V with the def2-TZVPD basis set",
  "symbols": ["C", "O", "O", "O", "S", "H", "H"],
  "positions_angstrom": [[0.52, 1.28, -0.28], [-1.37, -1.69, 0.20], [-0.31, 1.39, 0.55], [0.85, 0.15, -0.79], [-1.45, -2.41, 1.48], [1.28, 2.00, -0.74], [0.47, -0.74, -0.41]],
  "smiles": "O=CO.O=S",
  "total_charge": 0
}

---

#R
{
  "formula": "CH2O3S",
  "method": "ωB97M-V with the def2-TZVPD basis set",
  "symbols": ["C", "O", "O", "O", "S", "H", "H"],
  "positions_angstrom": [[-0.01, -0.08, 0.10], [1.17, -0.68, 0.03], [0.05, 1.16, 0.22], [-1.07, -0.83, -0.05], [-1.21, 2.21, 0.02], [1.88, -0.03, -0.07], [-0.81, -1.74, -0.26]],
  "total_charge": 0
}

---

On energetic grounds, #P is preferred over the next structure by 0.496 eV.

---

#P
{
  "formula": "C23H32N4O2",
  "method": "ωB97M-V with the def2-TZVPD basis set",
  "symbols": ["C", "C", "O", "C", "C", "C", "C", "C", "C", "C", "H", "H", "H", "N", "C", "C", "N", "C", "C", "H", "H", "H", "H", "C", "H", "C", "N", "C", "O", "N", "C", "C", "C", "C", "C", "C", "H", "H", "C", "H", "H", "H", "H", "H", "H", "H", "H", "H", "H", "H", "H", "H", "H", "H", "H", "H", "H", "H", "H", "H", "H"],
  "positions_angstrom": [[5.44, 2.30, -0.42], [5.44, 0.81, -0.76], [5.09, 0.00, 0.34], [3.76, 0.08, 0.73], [3.45, 0.83, 1.86], [2.14, 0.87, 2.31], [1.15, 0.19, 1.64], [1.45, -0.57, 0.51], [2.78, -0.64, 0.06], [3.16, -1.55, -1.07], [2.47, -2.40, -1.10], [4.17, -1.91, -0.93], [3.11, -1.05, -2.04], [0.47, -1.32, -0.18], [-0.69, -1.73, 0.58], [-1.46, -2.78, -0.21], [-1.88, -2.22, -1.48], [-0.70, -1.84, -2.24], [0.06, -0.77, -1.46], [0.94, -0.45, -2.02], [-0.60, 0.10, -1.31], [-1.02, -1.43, -3.20], [-0.04, -2.70, -2.43], [-2.84, -3.03, -2.20], [-2.78, -2.78, -3.26], [-4.26, -2.72, -1.69], [-4.43, -1.28, -1.58], [-3.99, -0.70, -0.41], [-4.06, -1.26, 0.66], [-3.54, 0.59, -0.59], [-2.83, 1.37, 0.34], [-2.87, 1.13, 1.71], [-2.10, 1.91, 2.56], [-1.29, 2.93, 2.08], [-1.28, 3.17, 0.71], [-2.04, 2.40, -0.15], [-2.01, 2.60, -1.21], [-0.66, 3.96, 0.32], [-0.46, 3.77, 3.00], [0.56, 3.84, 2.64], [-0.45, 3.34, 4.01], [-0.87, 4.78, 3.07], [-2.13, 1.70, 3.62], [-3.48, 0.33, 2.09], [-3.48, 0.93, -1.54], [-4.21, -0.79, -2.43], [-5.01, -3.13, -2.37], [-4.42, -3.13, -0.69], [-2.64, -4.11, -2.10], [-2.35, -3.06, 0.36], [-0.83, -3.68, -0.36], [-0.35, -2.16, 1.53], [-1.37, -0.90, 0.79], [0.13, 0.25, 1.99], [1.89, 1.45, 3.19], [4.23, 1.36, 2.37], [4.77, 0.63, -1.61], [6.45, 0.49, -1.03], [5.78, 2.88, -1.28], [6.10, 2.50, 0.42], [4.44, 2.62, -0.15]],
  "smiles": "CCOc1cccc(N2CCN(CCNC(=O)Nc3ccc(C)cc3)CC2)c1C",
  "total_charge": 0
}

---

#Q
{
  "formula": "C23H32N4O2",
  "method": "ωB97M-V with the def2-TZVPD basis set",
  "symbols": ["C", "C", "O", "C", "C", "C", "C", "C", "C", "C", "N", "C", "C", "H", "H", "C", "N", "C", "C", "C", "N", "H", "H", "N", "C", "O", "C", "H", "C", "H", "H", "C", "C", "H", "C", "H", "H", "H", "H", "H", "H", "C", "C", "H", "H", "H", "H", "H", "H", "H", "H", "H", "H", "H", "H", "H", "H", "H", "H", "H", "H"],
  "positions_angstrom": [[-6.34, -2.44, -0.78], [-6.42, -1.85, 0.52], [-5.36, -0.88, 0.85], [-5.37, 0.23, 0.26], [-6.40, 0.67, -0.64], [-6.30, 2.03, -0.97], [-5.16, 2.68, -0.64], [-4.09, 2.25, -0.16], [-4.29, 0.99, 0.41], [-3.09, 0.31, 1.33], [-1.89, 0.83, 0.76], [-1.76, -0.01, -0.59], [-0.36, 0.15, -1.31], [-0.46, 1.47, -1.44], [-0.25, -0.27, -2.24], [0.78, 0.17, -0.18], [1.31, -1.33, -0.12], [2.47, -1.72, -0.34], [2.56, -2.93, -0.26], [1.10, -3.21, 0.31], [0.40, -2.14, 0.12], [0.55, -4.09, 0.62], [3.24, -3.63, -0.25], [3.53, -0.84, -0.68], [4.17, 0.27, -0.35], [3.78, 0.52, 0.92], [5.45, 0.45, -0.75], [5.30, 0.90, -1.85], [5.79, 1.94, 0.00], [5.29, 2.10, 0.85], [5.74, 2.92, -0.84], [7.30, 1.77, 0.18], [7.44, 0.35, 0.66], [6.90, 0.00, 1.58], [6.58, -0.41, -0.48], [7.27, -0.23, -1.34], [6.29, -1.33, -0.38], [8.43, -0.04, 0.96], [7.97, 2.06, -0.52], [7.49, 2.56, 1.23], [4.21, -1.36, -1.45], [0.43, 0.92, 1.30], [-0.83, 0.29, 1.68], [-0.97, 0.71, 2.63], [-0.76, -0.68, 1.78], [1.56, 0.59, 1.72], [0.58, 1.82, 0.95], [1.83, 0.58, -0.73], [-2.49, 0.19, -1.24], [-1.74, -1.13, -0.25], [-3.28, -0.67, 1.41], [-3.12, 0.86, 2.28], [-2.95, 2.80, 0.04], [-4.86, 3.71, -1.12], [-6.92, 2.48, -1.50], [-7.31, 0.43, -0.46], [-6.55, -2.70, 1.21], [-7.63, -1.34, 0.67], [-7.16, -3.05, -1.05], [-5.29, -2.97, -0.64], [-6.35, -1.73, -1.72]],
  "total_charge": 0
}

---

On energetic grounds, #P is preferred over the next structure by 20.196 eV.